{"formula": "C40H59Cl2F6IN3O16S", "method": "ωB97M-V/def2-TZVPD", "lumo_ev": -1.8, "gap_ha": 0.345, "charge": 1, "homo_ev": -11.2, "molar_mass_g_mol": 1181.78, "elements": ["C", "C", "C", "F", "C", "C", "C", "C", "C", "I", "C", "F", "C", "C", "C", "C", "C", "C", "C", "S", "C", "N", "N", "C", "O", "N", "C", "C", "C", "O", "C", "C", "C", "O", "O", "C", "C", "Cl", "C", "C", "Cl", "H", "H", "H", "H", "H", "H", "H", "H", "H", "H", "H", "H", "H", "H", "H", "H", "H", "H", "H", "H", "H", "H", "H", "H", "H", "H", "H", "H", "H", "H", "H", "H", "H", "H", "H", "H", "H", "H", "H", "H", "H", "H", "H", "H", "H", "H", "H", "C", "C", "O", "C", "O", "O", "F", "H", "H", "H", "C", "C", "O", "C", "O", "O", "F", "H", "H", "H", "C", "C", "O", "C", "O", "O", "F", "H", "H", "H", "C", "C", "O", "C", "O", "O", "F", "H", "H", "H"], "coordinates": [[2.313483, -4.782553, 1.067514], [1.034478, -5.241144, 0.373347], [0.710404, -4.463449, -0.889997], [1.775428, -4.676300, -1.774239], [0.554145, -2.947851, -0.745886], [0.810945, -2.234155, -2.114567], [2.256593, -1.716220, -2.299321], [3.072927, -2.481972, -3.363953], [3.516555, -1.556239, -4.493096], [5.122713, -2.393415, -5.622198], [-0.319040, -1.205623, -2.283257], [0.098726, 0.053581, -2.604063], [-1.244629, -1.631998, -3.415077], [-0.408377, -1.568039, -4.707161], [-1.012044, -0.620894, -5.734000], [-0.002488, -0.269074, -6.824338], [1.113482, 0.613151, -6.254645], [0.864739, 2.122866, -6.301286], [-0.140065, 2.530467, -5.210222], [0.118657, 4.156644, -4.458540], [1.165468, 3.593284, -3.184027], [0.978958, 2.599366, -2.380640], [2.089975, 2.566747, -1.536213], [2.831969, 3.551370, -1.894212], [2.324372, 4.246036, -2.935790], [-0.978703, -1.075627, -0.896230], [-2.429486, -0.609257, -1.053490], [-3.065943, 0.036544, 0.174071], [-4.575015, -0.254657, 0.272031], [-5.228836, 0.773125, 0.958614], [-4.946542, 0.785930, 2.351953], [-0.314153, -0.024222, -0.000440], [1.216759, 0.104742, 0.111063], [1.824558, -0.457510, 0.963727], [1.805940, 0.949858, -0.772700], [-0.857984, -2.499654, -0.388544], [-1.509971, -2.799944, 0.959444], [-0.319015, -2.705233, 2.291879], [-2.239354, -4.153783, 0.942613], [-2.743703, -4.622568, 2.289839], [-3.671443, -3.918859, -0.144722], [3.155640, -4.864982, 0.383011], [2.519968, -5.417783, 1.925733], [2.248843, -3.754629, 1.420789], [0.194346, -5.260635, 1.064793], [1.181126, -6.271470, 0.042120], [-0.181087, -4.881970, -1.375172], [1.312670, -2.604855, -0.049889], [0.695402, -3.013598, -2.862762], [2.240863, -0.663913, -2.565384], [2.778250, -1.791593, -1.346929], [3.965253, -2.903334, -2.907633], [2.499838, -3.298581, -3.799258], [2.727267, -1.384842, -5.219008], [3.859027, -0.594943, -4.121384], [-2.072261, -0.935646, -3.516803], [-1.682385, -2.616521, -3.251524], [-0.331053, -2.565535, -5.142796], [0.610206, -1.264229, -4.469931], [-1.895450, -1.085979, -6.177295], [-1.355872, 0.283407, -5.227404], [0.429618, -1.195111, -7.211252], [-0.507821, 0.197863, -7.671054], [2.047889, 0.400293, -6.773940], [1.250041, 0.352138, -5.201886], [0.435658, 2.386186, -7.268013], [1.810748, 2.639458, -6.153376], [-0.122336, 1.816629, -4.388646], [-1.156585, 2.546475, -5.599912], [3.770752, 3.864120, -1.474463], [-3.004987, -1.468585, -1.386881], [-2.394849, 0.130390, -1.846607], [-2.595140, -0.209218, 1.117143], [-2.996048, 1.120406, 0.081663], [-4.734732, -1.217949, 0.768637], [-5.009799, -0.275387, -0.728490], [-4.660530, -0.211199, 2.699565], [-5.849709, 1.075441, 2.884598], [-4.151906, 1.487205, 2.592793], [-0.654555, -0.228494, 1.006857], [-0.688518, 0.935846, -0.341172], [1.692750, 1.878976, -0.521441], [-1.495601, -3.050408, -1.086058], [-2.255927, -2.056717, 1.210264], [-1.658728, -4.915152, 0.432972], [-3.632184, -4.072478, 2.587932], [-1.982630, -4.571810, 3.061924], [-3.050155, -5.663291, 2.192854], [-2.333109, -5.119824, 7.051048], [-3.375262, -6.147528, 7.450433], [-4.511235, -5.718158, 6.722209], [-4.089732, -5.037054, 5.628608], [-4.774602, -4.741415, 4.708379], [-2.768866, -4.750462, 5.737680], [-3.650458, -6.118186, 8.770579], [-2.383779, -4.251639, 7.709176], [-1.319310, -5.506128, 7.018334], [-3.138956, -7.173583, 7.163610], [-0.715709, 4.539537, 3.328877], [-1.694186, 4.274111, 4.457301], [-2.409176, 3.138023, 3.964852], [-1.610681, 2.478339, 3.105644], [-1.820861, 1.377139, 2.697174], [-0.543984, 3.224259, 2.769671], [-2.560305, 5.283743, 4.647601], [-1.163878, 5.194154, 2.582231], [0.234898, 4.945621, 3.652280], [-1.234993, 4.010757, 5.410122], [5.392198, 1.498283, 1.509307], [6.125209, 2.571330, 0.728558], [5.961082, 3.706150, 1.545121], [5.788672, 3.286209, 2.836134], [5.843952, 3.983663, 3.785861], [5.548318, 1.951770, 2.853123], [5.546412, 2.807039, -0.479863], [4.333287, 1.495925, 1.243523], [5.809259, 0.502802, 1.392779], [7.188437, 2.383297, 0.574987], [1.076698, 9.573331, 3.526814], [0.285765, 8.679207, 2.590139], [0.119591, 7.508857, 3.371532], [0.173248, 7.862026, 4.690232], [-0.147403, 7.142625, 5.574641], [0.640844, 9.116554, 4.813038], [0.962930, 8.366524, 1.462637], [2.146265, 9.388998, 3.418492], [0.866587, 10.631672, 3.412280], [-0.696954, 9.064561, 2.314332]], "forces_ev_per_a": [[-0.07, 0.01, -0.08], [0.35, -0.22, -0.10], [-0.20, 0.03, 0.17], [-0.02, -0.03, 0.01], [0.45, 0.44, -0.22], [0.51, -0.40, 0.54], [-0.13, -0.25, -0.06], [0.14, 0.38, -0.16], [-0.08, -0.11, -0.02], [-0.01, 0.02, -0.04], [-0.07, -0.23, -0.28], [-0.09, -0.04, 0.17], [-0.07, 0.18, 0.06], [-0.27, -0.47, -0.07], [-0.09, -0.13, -0.22], [0.00, -0.01, 0.30], [0.10, 0.14, -0.32], [-0.52, -0.27, 0.30], [-0.17, -0.25, -0.21], [0.22, 0.09, 0.04], [-0.16, -0.15, 0.14], [0.04, 0.46, -0.12], [1.52, 9.78, -4.84], [0.01, 0.46, -0.32], [0.39, -0.13, 0.01], [0.04, 0.32, 0.24], [0.14, -0.12, 0.34], [-0.43, 0.27, -0.05], [0.38, 0.22, -0.16], [-0.19, -0.10, 0.13], [-0.20, -0.01, 0.10], [0.19, -0.11, -0.04], [0.19, -0.23, -1.33], [0.34, -0.72, 0.90], [-2.12, -9.85, 4.58], [-0.56, -0.55, -0.43], [0.36, 0.09, 0.30], [0.05, 0.04, 0.00], [-0.13, 0.21, 0.02], [-0.19, -0.41, -0.27], [-0.03, -0.10, -0.10], [0.07, 0.04, 0.00], [0.01, -0.02, 0.05], [0.01, 0.02, 0.06], [0.01, 0.15, 0.01], [-0.09, -0.07, 0.03], [0.03, 0.00, -0.08], [-0.19, 0.17, 0.32], [-0.39, 0.18, -0.24], [-0.04, 0.16, 0.09], [0.01, 0.14, 0.07], [-0.05, -0.17, 0.07], [0.06, -0.16, 0.09], [-0.02, 0.04, 0.03], [0.14, 0.01, 0.01], [-0.06, 0.06, 0.05], [0.13, -0.08, 0.10], [0.04, -0.02, -0.05], [-0.06, -0.03, -0.04], [-0.06, 0.00, 0.04], [-0.02, -0.01, -0.05], [-0.01, -0.05, -0.01], [0.08, 0.16, 0.00], [0.07, 0.00, 0.00], [0.30, 0.00, -0.07], [0.31, 0.22, -0.13], [0.00, 0.14, -0.07], [-0.05, 0.10, 0.02], [-0.05, 0.05, 0.00], [0.04, 0.06, 0.06], [0.07, -0.12, -0.05], [-0.02, 0.01, -0.09], [0.02, -0.01, 0.04], [0.14, 0.04, 0.06], [-0.12, -0.10, -0.13], [-0.09, -0.12, -0.01], [0.04, -0.02, 0.04], [-0.07, 0.06, -0.07], [0.04, -0.04, -0.02], [-0.12, 0.06, 0.04], [-0.10, 0.02, -0.03], [0.08, 0.48, 0.90], [-0.10, 0.16, -0.13], [-0.08, 0.06, -0.06], [0.11, 0.00, 0.09], [0.13, 0.18, 0.17], [0.04, 0.11, 0.01], [-0.06, -0.03, 0.03], [0.05, 0.00, 0.04], [0.00, 0.07, -0.04], [-0.01, -0.20, -0.11], [-0.05, 0.08, 0.13], [0.02, 0.05, -0.01], [0.03, -0.01, -0.01], [-0.04, 0.09, 0.02], [-0.02, -0.03, 0.06], [-0.01, -0.02, -0.13], [0.00, -0.03, 0.10], [0.00, 0.04, 0.03], [0.01, 0.03, -0.05], [0.11, -0.11, 0.21], [0.00, -0.03, -0.04], [0.20, 0.04, -0.07], [0.05, 0.06, -0.03], [-0.09, -0.01, -0.12], [-0.04, 0.03, 0.03], [0.07, -0.15, 0.01], [-0.03, 0.09, 0.04], [-0.03, -0.06, -0.07], [-0.04, -0.05, 0.24], [0.23, 0.06, -0.01], [-0.14, -0.17, 0.01], [-0.05, 0.07, 0.00], [0.03, 0.07, 0.02], [-0.08, 0.05, -0.10], [-0.01, -0.05, -0.07], [0.04, 0.01, 0.11], [-0.02, 0.02, -0.16], [0.03, 0.05, -0.03], [0.02, 0.01, 0.18], [-0.24, 0.09, -0.16], [0.14, -0.10, 0.06], [0.05, -0.03, -0.02], [-0.01, 0.05, -0.01], [0.09, -0.06, 0.00], [0.00, -0.02, -0.06], [-0.09, 0.00, 0.11], [0.03, 0.01, -0.11]]}